1.
Here is 6 unconnected molecules or ions with the total composition C16H36NO12P from the OMol25 dataset. Energies are from ωB97M-V with the def2-TZVPD basis set.

Geometry as XYZ:
```
66
C16H36NO12P ωB97M-V with the def2-TZVPD basis set
N 63.270 56.954 36.109
H 63.946 57.440 36.642
H 62.350 56.883 36.515
H 63.387 56.006 35.803
H 63.203 57.397 35.220
P 60.801 55.454 34.802
O 61.877 55.696 33.927
O 61.399 54.688 36.110
O 59.664 54.812 34.023
O 60.493 56.885 35.168
O 63.821 59.067 31.775
C 64.117 59.381 32.914
O 64.836 58.737 33.693
C 65.350 57.515 33.224
C 66.387 57.031 34.374
C 63.552 60.776 33.430
H 65.971 57.830 32.350
H 64.473 56.889 32.870
H 67.281 57.545 34.606
H 66.592 55.963 33.935
H 65.778 56.938 35.363
H 63.581 60.929 34.538
H 62.602 60.843 33.063
H 64.222 61.452 32.690
O 62.119 61.731 36.481
C 62.109 60.517 36.515
O 63.185 59.838 37.037
C 64.210 60.478 37.631
C 65.302 59.498 38.213
C 60.926 59.692 36.046
H 63.857 61.188 38.407
H 64.672 61.259 36.956
H 66.007 60.084 38.627
H 65.651 58.870 37.399
H 64.982 58.827 38.806
H 60.064 60.239 36.016
H 60.813 58.987 36.797
H 61.038 59.080 35.094
O 62.791 57.505 39.115
C 61.575 57.350 39.261
O 60.918 58.229 39.926
C 61.520 59.377 40.471
C 60.656 60.291 41.241
C 60.684 56.290 38.736
H 62.110 59.777 39.810
H 62.425 58.974 41.129
H 60.075 59.846 41.963
H 59.919 60.455 40.387
H 61.290 60.848 41.719
H 60.215 56.503 37.857
H 59.883 55.958 39.432
H 61.234 55.436 38.344
O 64.641 52.264 35.729
C 64.136 53.363 35.542
O 64.409 54.450 36.080
C 65.273 54.505 37.244
C 65.406 55.957 37.754
C 62.995 53.418 34.511
H 66.328 54.109 36.877
H 65.168 53.795 37.904
H 64.542 56.369 38.128
H 65.780 56.675 36.985
H 66.096 55.880 38.607
H 62.071 53.473 35.191
H 62.949 52.604 34.023
H 62.899 54.286 33.990
```

Calculated values
E = -1930.03394 hartree
Kohn-Sham gap = 2.95 eV
max |F| = 0.2176 Eh/bohr
total charge = -2
HOMO energy = 1.070 eV

Atomic partial charges in e from the natural (NBO) method, atoms 1 to 4:
1 N -0.94
2 H 0.40
3 H 0.50
4 H 0.51

2.
Here is a molecular structure, C16H36NO32S8 from the OMol25 dataset. Energies are from ωB97M-V with the def2-TZVPD basis set.

Geometry as XYZ:
```
93
C16H36NO32S8 ωB97M-V with the def2-TZVPD basis set
N 0.749 -0.279 -0.510
H 0.188 -0.224 0.342
H 0.185 -0.493 -1.330
H 1.414 -1.051 -0.410
H 1.238 0.601 -0.665
C 0.066 -4.232 4.049
C -1.252 -4.064 3.272
O -0.821 -3.151 2.249
S 0.509 -3.755 1.627
O 1.173 -2.726 0.914
O 0.262 -5.017 1.007
O 1.128 -4.080 3.063
H 0.178 -5.211 4.504
H 0.222 -3.414 4.747
H -2.027 -3.494 3.784
H -1.704 -4.962 2.853
C -2.686 0.758 -3.631
C -3.963 0.614 -2.733
O -3.426 0.688 -1.420
S -2.267 1.767 -1.398
O -1.252 1.562 -0.426
O -2.784 3.058 -1.693
O -1.637 1.159 -2.783
H -2.799 1.405 -4.500
H -2.546 -0.241 -4.056
H -4.554 -0.282 -2.901
H -4.704 1.410 -2.864
C 0.855 6.649 -1.133
C 2.195 6.223 -1.688
O 2.511 5.076 -0.891
S 1.145 4.264 -0.559
O 0.942 4.152 0.848
O 1.106 3.045 -1.312
O 0.136 5.388 -1.144
H 0.306 7.280 -1.828
H 0.897 7.025 -0.113
H 2.918 7.033 -1.584
H 2.152 5.953 -2.743
C 1.098 -1.073 -5.027
C -0.081 -1.953 -5.501
O -0.489 -2.783 -4.401
S 0.687 -2.768 -3.264
O 1.679 -3.720 -3.605
O 0.084 -2.752 -1.981
O 1.150 -1.274 -3.617
H 0.888 -0.017 -5.191
H 2.049 -1.293 -5.509
H 0.226 -2.664 -6.272
H -0.932 -1.385 -5.867
C -2.933 1.992 3.117
C -3.738 0.721 2.829
O -2.842 -0.402 3.020
S -1.358 0.069 3.441
O -0.564 0.144 2.268
O -0.997 -0.622 4.628
O -1.776 1.565 3.844
H -3.487 2.666 3.761
H -2.581 2.443 2.190
H -4.127 0.624 1.815
H -4.559 0.518 3.517
C 4.289 2.121 -1.859
C 5.333 1.571 -2.826
O 5.377 0.169 -2.460
S 4.761 -0.145 -1.028
O 5.699 -0.729 -0.148
O 3.504 -0.809 -1.154
O 4.541 1.412 -0.648
H 3.303 1.827 -2.234
H 4.282 3.192 -1.691
H 6.353 1.908 -2.663
H 4.928 1.615 -3.833
C -4.967 -2.735 0.702
C -4.196 -4.053 0.514
O -2.859 -3.736 0.158
S -2.749 -2.257 -0.483
O -2.747 -2.394 -1.903
O -1.796 -1.446 0.185
O -4.215 -1.769 -0.055
H -4.992 -2.327 1.708
H -5.931 -2.891 0.226
H -4.611 -4.642 -0.307
H -4.248 -4.674 1.408
C 2.667 -0.357 4.971
C 2.085 1.050 4.786
O 2.809 1.666 3.698
S 3.274 0.512 2.708
O 4.493 0.813 2.061
O 2.169 0.020 1.946
O 3.548 -0.579 3.881
H 1.909 -1.145 5.005
H 3.176 -0.466 5.929
H 2.349 1.697 5.620
H 1.009 1.108 4.648
```

Calculated values
E = -6278.82331 hartree
Kohn-Sham gap = 10.89 eV
max |F| = 0.0568 Eh/bohr
total charge = +1
HOMO energy = -12.620 eV

Atomic partial charges in e from the Mulliken method, atoms 1 to 4:
1 N 1.92
2 H -0.51
3 H -0.37
4 H 0.54

3.
Here is a molecular structure, C16H36NO4PRuS4Si2Te from the OMol25 dataset. Energies are from ωB97M-V with the def2-TZVPD basis set.

Geometry as XYZ:
```
66
C16H36NO4PRuS4Si2Te ωB97M-V with the def2-TZVPD basis set
Ru -1.069 0.697 0.442
O -2.577 6.503 3.605
C -2.366 5.464 3.086
S -1.166 4.275 3.700
C -1.384 3.096 2.441
C -2.353 3.360 1.495
S -2.811 2.261 0.266
S -3.191 4.889 1.611
S -0.402 1.682 2.436
N -2.818 -2.814 4.372
C -3.487 -1.794 3.544
C -2.485 -1.498 2.382
O -1.437 -2.189 2.437
O -2.789 -0.650 1.552
H -3.305 -3.715 4.395
H -2.631 -2.517 5.333
H -1.889 -2.900 3.791
H -3.680 -0.865 4.081
H -4.427 -2.149 3.118
C -0.276 4.610 -1.153
P 0.096 3.051 -2.022
C -1.301 2.672 -3.132
C 1.602 3.317 -3.003
O 0.326 1.906 -1.068
H -0.073 5.458 -1.797
H 0.357 4.669 -0.269
H -1.323 4.638 -0.858
H -1.492 3.477 -3.832
H -2.188 2.516 -2.519
H -1.072 1.763 -3.684
H 1.416 4.059 -3.773
H 1.909 2.381 -3.466
H 2.396 3.664 -2.344
C 3.942 -0.255 2.242
Si 3.775 -1.453 0.776
C 5.204 -1.464 -0.484
C 3.425 -3.228 1.359
C 2.267 -0.758 -0.270
Te 0.595 -1.266 0.908
C -0.097 -2.802 -0.389
Si -0.943 -2.152 -2.020
C 0.323 -1.393 -3.222
C -1.838 -3.664 -2.743
C -2.196 -0.790 -1.562
H 4.748 -0.560 2.904
H 3.026 -0.220 2.832
H 4.167 0.757 1.916
H 6.110 -1.791 0.013
H 5.400 -0.486 -0.913
H 5.014 -2.156 -1.299
H 4.245 -3.588 1.972
H 3.331 -3.918 0.528
H 2.516 -3.293 1.953
H 2.241 -1.209 -1.255
H 2.375 0.320 -0.352
H -0.814 -3.386 0.184
H 0.747 -3.445 -0.626
H 1.142 -2.073 -3.432
H 0.736 -0.455 -2.860
H -0.160 -1.191 -4.173
H -1.139 -4.472 -2.934
H -2.298 -3.407 -3.692
H -2.620 -4.045 -2.093
H -1.639 0.160 -1.363
H -2.807 -1.065 -0.698
H -2.888 -0.567 -2.371
```

Calculated values
E = -3862.57105 hartree
Kohn-Sham gap (alpha / beta) = 4.99 / 4.97 eV
max |F| = 0.0712 Eh/bohr
total charge = +2
HOMO energy (alpha / beta) = -13.546 / -13.528 eV

Atomic partial charges in e from the natural (NBO) method, atoms 1 to 4:
1 Ru 0.33
2 O -0.43
3 C 0.23
4 S 0.44

4.
Here is a molecular structure, C16H37BMgO6P from the OMol25 dataset. Energies are from ωB97M-V with the def2-TZVPD basis set.

Geometry as XYZ:
```
62
C16H37BMgO6P ωB97M-V with the def2-TZVPD basis set
C -1.471 -4.953 2.133
C -3.003 -5.041 2.021
C -3.633 -4.432 0.741
C -2.685 -4.252 -0.454
C -1.848 -2.946 -0.381
C -2.179 -1.908 -1.475
C -0.964 -1.532 -2.340
C 0.099 -0.743 -1.543
C -0.444 0.620 -1.106
P 0.946 1.925 -0.875
O 0.420 2.350 0.694
C 0.140 3.729 0.845
C -0.142 4.004 2.354
O -1.427 4.507 2.583
C -2.385 3.539 2.967
C -3.179 4.034 4.184
O 1.473 1.754 -2.524
C 2.834 1.533 -2.526
C 3.198 0.755 -1.219
C 4.625 0.967 -0.747
B 5.619 0.363 -1.839
O 6.558 1.228 -2.441
O 5.571 -0.971 -2.208
O 2.174 0.859 -0.264
H -1.162 -3.953 2.438
H -0.938 -5.291 1.248
H -1.162 -5.609 2.951
H -3.399 -4.478 2.871
H -3.340 -6.064 2.185
H -4.417 -5.119 0.410
H -4.136 -3.484 0.937
H -3.301 -4.212 -1.355
H -2.008 -5.097 -0.572
H -2.038 -2.488 0.593
H -0.782 -3.186 -0.392
H -2.996 -2.219 -2.127
H -2.519 -0.992 -0.982
H -0.464 -2.443 -2.682
H -1.259 -0.971 -3.228
H 0.415 -1.305 -0.665
H 0.986 -0.633 -2.166
H -1.141 1.014 -1.845
H -0.939 0.565 -0.137
H 0.041 2.966 -1.418
H 1.999 2.944 -0.735
H 0.999 4.341 0.548
H -0.768 4.033 0.310
H 0.569 4.759 2.699
H 0.075 3.081 2.895
H -3.110 3.355 2.165
H -1.943 2.571 3.213
H -3.623 3.186 4.707
H -2.518 4.549 4.882
H -3.969 4.728 3.905
H 3.106 0.874 -3.358
H 3.449 2.459 -2.675
H 3.140 -0.296 -1.543
H 4.819 2.034 -0.590
H 4.812 0.446 0.195
H 6.009 1.955 -2.804
H 4.991 -1.084 -2.970
Mg 6.226 3.671 -3.489
```

Calculated values
E = -1649.13079 hartree
Kohn-Sham gap = 2.74 eV
max |F| = 0.0406 Eh/bohr
total charge = +1
HOMO energy = -10.857 eV

Atomic partial charges in e from the natural (NBO) method, atoms 1 to 4:
1 C -0.61
2 C -0.40
3 C -0.40
4 C -0.40

5.
Here is 3 unconnected molecules or ions with the total composition C16H37BN2O3 from the OMol25 dataset. Energies are from ωB97M-V with the def2-TZVPD basis set.

Geometry as XYZ:
```
59
C16H37BN2O3 ωB97M-V with the def2-TZVPD basis set
C 2.758 1.008 1.469
C 1.366 0.356 1.460
C 0.254 1.258 0.927
B 0.375 1.817 -0.542
C -0.706 2.906 -0.959
C 1.475 1.449 -1.628
C 1.758 -0.048 -1.851
C 0.472 -0.857 -1.981
C 0.603 -2.133 -2.814
C 1.148 -1.950 -4.241
O 2.217 -2.856 -4.517
C 3.500 -2.291 -4.354
H 2.977 1.401 2.459
H 2.859 1.822 0.755
H 3.507 0.256 1.237
H 1.388 -0.605 0.959
H 1.121 0.118 2.497
H -0.723 0.776 1.007
H 0.186 2.124 1.590
H -1.089 2.762 -1.967
H -1.537 2.910 -0.254
H -0.240 3.890 -0.870
H 1.121 1.842 -2.586
H 2.394 2.001 -1.422
H 2.386 -0.128 -2.735
H 2.364 -0.437 -1.034
H -0.334 -0.262 -2.415
H 0.179 -1.147 -0.977
H 1.202 -2.887 -2.310
H -0.392 -2.567 -2.917
H 0.367 -2.142 -4.973
H 1.485 -0.927 -4.413
H 4.233 -2.986 -4.753
H 3.705 -2.119 -3.295
H 3.601 -1.353 -4.905
C -1.946 -5.346 1.490
N -1.164 -4.466 0.645
C -1.367 -4.495 -0.793
C -0.251 -3.617 1.151
O 0.434 -2.857 0.491
H -1.762 -6.389 1.222
H -3.011 -5.134 1.372
H -1.673 -5.199 2.532
H -0.438 -4.757 -1.300
H -1.680 -3.512 -1.146
H -2.132 -5.228 -1.037
H -0.176 -3.669 2.251
C -2.744 5.488 4.556
N -2.479 4.364 3.681
C -3.060 4.345 2.349
C -1.707 3.327 4.061
O -1.456 2.362 3.365
H -3.817 5.580 4.740
H -2.383 6.413 4.102
H -2.238 5.345 5.508
H -3.696 3.468 2.229
H -2.273 4.298 1.597
H -3.651 5.245 2.199
H -1.311 3.435 5.086
```

Calculated values
E = -991.88652 hartree
SMILES = CCCB(C)CCCCCOC.CN(C)C=O.CN(C)C=O
Kohn-Sham gap = 9.90 eV
max |F| = 0.0201 Eh/bohr
total charge = 0
HOMO energy = -9.191 eV

Atomic partial charges in e from the natural (NBO) method, atoms 1 to 4:
1 C -0.61
2 C -0.40
3 C -0.82
4 B 1.00

6.
Here is 6 unconnected molecules or ions with the total composition C16H37Br2NO25P3S5 from the OMol25 dataset. Energies are from ωB97M-V with the def2-TZVPD basis set.

Geometry as XYZ:
```
89
C16H37Br2NO25P3S5 ωB97M-V with the def2-TZVPD basis set
C 0.766 4.605 -4.496
C 1.514 3.337 -3.994
C 2.954 3.605 -3.491
P 3.128 3.459 -1.576
C 2.854 1.546 -1.727
Br 4.362 0.548 -2.457
C 1.809 0.795 -1.382
C 1.699 -0.703 -1.552
Br 0.305 1.626 -0.538
P 3.391 3.262 0.697
N 2.235 3.947 1.514
O 3.461 1.652 1.079
O 4.895 3.789 1.100
P 3.529 5.710 -1.463
O 3.608 6.278 -0.097
O 2.296 6.519 -2.226
O 4.893 6.158 -2.293
H 1.511 5.355 -4.784
H 0.207 5.039 -3.664
H 0.125 4.401 -5.357
H 1.580 2.666 -4.860
H 0.869 2.857 -3.249
H 3.249 4.600 -3.850
H 3.619 2.906 -4.010
H 1.740 3.777 -1.432
H 4.558 3.259 -1.733
H 2.310 -1.174 -0.772
H 0.676 -1.017 -1.337
H 2.004 -1.026 -2.545
H 1.734 3.267 2.081
H 2.767 1.457 1.716
H 5.391 3.034 1.447
H 2.315 7.432 -1.907
H 4.611 6.620 -3.094
C 4.468 -3.471 3.090
C 4.017 -3.762 1.673
O 2.929 -2.862 1.452
S 3.186 -1.496 2.264
O 3.738 -0.531 1.392
O 2.030 -1.225 3.045
O 4.352 -2.053 3.228
H 3.807 -3.942 3.821
H 5.493 -3.784 3.273
H 3.692 -4.791 1.542
H 4.802 -3.534 0.949
C -0.071 -2.022 5.760
C -0.378 -3.276 4.976
O -0.837 -4.211 5.967
S -1.609 -3.422 7.129
O -3.004 -3.489 6.882
O -1.050 -3.806 8.375
O -1.103 -1.949 6.757
H 0.891 -2.095 6.271
H -0.081 -1.133 5.136
H 0.491 -3.666 4.454
H -1.185 -3.112 4.259
C -2.922 -1.051 -1.152
C -3.880 -2.190 -0.891
O -3.059 -3.367 -0.906
S -1.600 -3.000 -0.345
O -1.539 -3.365 1.028
O -0.638 -3.451 -1.284
O -1.730 -1.410 -0.436
H -2.672 -0.971 -2.211
H -3.302 -0.097 -0.799
H -4.661 -2.261 -1.643
H -4.335 -2.107 0.099
C -2.254 5.398 0.397
C -3.747 5.272 0.177
O -3.872 4.401 -0.954
S -2.659 3.343 -0.942
O -3.123 2.133 -0.354
O -2.034 3.377 -2.209
O -1.738 4.094 0.123
H -1.802 6.099 -0.307
H -2.004 5.697 1.412
H -4.224 6.227 -0.024
H -4.236 4.794 1.030
C -5.978 -7.480 -1.348
C -4.570 -6.936 -1.218
O -4.300 -6.342 -2.492
S -5.653 -5.746 -3.106
O -5.712 -4.358 -2.817
O -5.812 -6.253 -4.418
O -6.677 -6.501 -2.124
H -5.992 -8.425 -1.895
H -6.461 -7.614 -0.383
H -3.840 -7.710 -0.997
H -4.511 -6.154 -0.458
```

Calculated values
E = -10730.60542 hartree
Kohn-Sham gap = 5.77 eV
max |F| = 0.0483 Eh/bohr
total charge = -1
HOMO energy = -4.182 eV

Atomic partial charges in e from the Mulliken method, atoms 1 to 4:
1 C -1.23
2 C 0.43
3 C -1.44
4 P 0.77